(1)
Molecular formula: C26H31N3O3
Method: DFT, wB97M-V/def2-TZVPD

Geometry as XYZ:
```
63
Properties=species:S:1:pos:R:3:forces:R:3:lowdin_charge:R:1
O 2.6393 -0.3912 1.5644 0.122 -0.120 0.193 -0.03
O 1.2801 2.3164 -1.7094 0.075 -0.325 -0.289 -0.02
O 0.9067 3.7760 -0.0625 0.046 0.092 0.009 0.13
N -2.8127 2.0139 -1.2430 -0.175 -0.003 -0.073 -0.16
N -2.8514 -3.3237 0.4556 0.148 -0.796 0.128 -0.10
N -2.3223 -3.5227 -0.7555 0.203 0.420 -0.619 0.08
C 0.7051 0.8846 1.0901 0.315 -0.042 -0.131 -0.08
C -4.1511 0.5001 1.4827 -0.072 -0.058 -0.067 -0.06
C 2.0449 0.3915 0.5505 -0.251 0.118 -0.165 -0.19
C -3.2897 -2.0506 0.8304 -0.233 0.872 0.062 -0.18
C -2.8863 -4.4758 1.1702 0.070 -0.249 -0.085 -0.06
C -3.9997 1.2436 -0.9271 0.051 0.098 -0.085 -0.14
C -3.9857 -0.4532 2.4722 -0.032 0.067 -0.009 -0.07
C 2.1720 3.2489 -2.3238 0.366 0.377 -0.116 -0.21
C 6.4208 -2.0298 1.1292 0.155 -0.029 -0.112 -0.11
C -3.5457 -1.7265 2.1586 0.089 -0.190 -0.139 -0.02
C -2.0134 -4.7983 -0.8180 -0.122 -0.010 0.253 -0.15
C -1.3444 2.2820 0.7746 0.023 0.182 -0.212 -0.10
C -1.7332 1.3354 -1.9215 0.145 -0.152 -0.018 -0.15
C 5.6867 -2.1875 2.2950 -0.055 0.018 0.017 -0.09
C -2.3184 2.9152 -0.2283 0.087 0.028 0.220 -0.15
C 5.8808 -1.3110 0.0801 0.121 -0.084 0.059 -0.09
C -3.8739 0.1938 0.1544 -0.119 -0.107 0.158 -0.20
C 3.8834 -0.9015 1.3499 0.120 -0.087 0.089 -0.27
C -0.1687 1.6137 0.0476 -0.017 -0.126 0.237 -0.35
C -0.7196 0.6407 -0.9995 -0.026 0.161 -0.171 -0.09
C 0.7064 2.7010 -0.5676 -0.214 0.107 0.228 -0.47
C -3.4598 -1.0906 -0.1626 -0.125 -0.103 0.109 0.01
C 2.8959 2.5430 -3.4546 -0.321 0.036 0.337 -0.06
C -2.3517 -5.4573 0.3754 -0.052 0.079 0.162 -0.06
C 4.4307 -1.6303 2.4074 -0.174 0.099 -0.044 -0.01
C 4.6191 -0.7467 0.1804 -0.323 0.178 -0.057 -0.03
H 0.9009 1.5593 1.9257 -0.030 0.004 0.037 0.14
H -3.4016 -2.4525 2.9429 0.030 -0.080 0.069 0.10
H 1.5904 4.1005 -2.6943 0.077 -0.089 0.108 0.13
H 2.1790 2.1665 -4.1793 -0.020 -0.041 -0.128 0.08
H 0.1544 0.0239 1.4751 -0.076 0.017 -0.006 0.13
H 2.6945 1.2427 0.3065 -0.011 -0.102 -0.029 0.13
H -1.5637 -5.2040 -1.7024 0.089 -0.032 -0.197 0.10
H -1.7971 3.7301 -0.7451 -0.037 0.078 0.094 0.13
H -1.2010 -0.1876 -0.4788 0.102 0.000 0.022 0.11
H -3.1690 3.3472 0.3027 0.000 0.082 -0.024 0.12
H 1.8982 -0.2124 -0.3544 0.087 0.073 0.047 0.13
H -3.2606 -1.3741 -1.1845 0.013 0.020 -0.092 0.11
H -2.2222 -6.4933 0.6113 -0.005 -0.183 0.102 0.09
H 0.0852 0.2385 -1.6133 -0.001 -0.096 0.015 0.12
H 7.4048 -2.4648 1.0418 0.082 -0.036 -0.010 0.10
H -4.7719 1.9634 -0.6367 -0.033 -0.100 -0.030 0.12
H -4.1960 -0.2025 3.5013 -0.011 0.005 0.088 0.11
H 6.0979 -2.7478 3.1217 0.021 -0.042 0.075 0.10
H -4.4971 1.4895 1.7438 -0.036 0.133 0.019 0.11
H -3.2942 -4.5285 2.1584 -0.085 0.045 0.176 0.11
H 6.4430 -1.1829 -0.8336 0.036 0.011 -0.067 0.10
H -1.8572 1.5324 1.3780 0.095 -0.015 0.017 0.11
H -1.2026 2.0923 -2.5120 0.031 -0.098 -0.082 0.12
H 3.4712 1.7053 -3.0691 0.094 -0.085 0.001 0.07
H -2.1574 0.6067 -2.6149 0.020 0.028 -0.074 0.12
H 4.2224 -0.1933 -0.6564 -0.072 0.056 -0.050 0.10
H 3.8460 -1.7414 3.3070 -0.069 -0.013 0.111 0.12
H 3.5695 3.2378 -3.9474 0.072 0.058 -0.064 0.08
H -0.9629 3.0627 1.4339 0.020 -0.044 0.065 0.12
H -4.3189 0.7618 -1.8562 -0.072 0.018 0.065 0.12
H 2.8716 3.6216 -1.5671 -0.133 -0.022 -0.125 0.13
```
Positions in Å, forces in eV/Å.

Computed properties:
* largest force on an atom: 0.9 eV/A
* HOMO level: -8.11 eV
* structure (SMILES): CCOC(=O)C1(CCOc2ccccc2)CCN(Cc2cccc(-n3cccn3)c2)CC1
* relative energy (zero: lowest compared OMol25 entry of this formula, charge and spin): 314.14 kJ/mol

=====

(2)
Molecular formula: C26H31N3O3PV
Method: DFT, wB97M-V/def2-TZVPD

Geometry as XYZ:
```
65
Properties=species:S:1:pos:R:3:forces:R:3:mulliken_spin:R:1
V -0.3460 0.3009 0.8087 0.338 1.919 2.712 3.03
P 1.9421 0.6412 0.2089 1.087 1.048 -0.640 -0.09
O -0.7639 -0.7167 -2.0405 0.019 -1.031 1.125 0.04
O -2.1866 0.4337 1.5832 -0.139 0.211 0.088 0.06
O -0.5192 -1.3572 0.0754 -0.583 -3.189 -2.103 -0.03
N -4.2516 -0.2776 1.0542 0.250 -0.067 -0.064 0.00
N -0.7093 -3.1234 -3.0323 -0.144 -0.174 -0.049 0.00
N -2.7588 -1.7051 2.1213 0.108 0.218 -0.060 0.00
C 6.0098 1.0822 0.6007 0.121 0.017 0.031 0.00
C 4.7680 0.7985 0.0559 -0.148 -0.004 0.052 -0.01
C -5.1134 -2.2165 2.2568 0.118 -0.029 -0.173 0.00
C 2.7140 -1.4077 -3.2115 0.025 -0.094 -0.046 0.00
C -3.0280 -0.4905 1.5848 -0.787 -0.487 0.291 0.02
C 1.7999 1.1404 -2.5731 0.145 0.004 0.166 0.00
C 1.1957 2.2950 0.1891 -0.351 -0.015 0.283 -0.17
C -1.5049 -2.0037 2.7813 0.226 0.068 0.048 0.00
C 4.9779 1.6588 2.6920 0.049 0.017 0.069 0.01
C -0.9982 3.2445 -0.0224 0.120 0.523 -0.014 0.02
C -5.3895 -1.1652 1.1954 -0.190 -0.376 0.195 0.00
C 3.6261 0.9379 0.8374 -0.169 -0.308 0.105 -0.06
C -3.7213 -2.7838 2.0203 -0.343 -0.018 0.025 0.00
C -0.4254 4.5049 0.0926 -0.357 -0.068 -0.081 0.00
C 2.1622 0.2592 -1.5599 0.055 -0.143 0.125 0.06
C -0.4451 -3.0975 -1.6037 -0.147 0.055 0.035 0.00
C 6.1177 1.5024 1.9167 0.016 0.037 -0.060 0.00
C 2.3508 -0.5245 -4.2175 -0.027 -0.065 -0.029 0.00
C 1.7717 3.5481 0.3475 0.149 0.101 -0.041 -0.01
C -0.1912 2.1191 0.0623 0.044 0.466 -0.736 0.03
C 0.9391 4.6541 0.2986 0.246 -0.019 0.042 0.01
C -4.4874 0.9268 0.2878 0.227 0.306 -0.101 0.00
C -0.5958 -1.6691 -1.1142 0.151 0.592 -1.173 0.04
C 1.8974 0.7451 -3.8958 0.001 -0.006 -0.093 0.00
C 2.6116 -1.0199 -1.8874 -0.104 0.105 0.115 0.00
C 3.7358 1.3674 2.1594 -0.088 -0.082 -0.038 0.01
H -5.1436 -1.7604 3.2454 -0.023 -0.013 0.093 0.00
H 1.3535 5.6414 0.4326 0.053 0.114 -0.015 0.00
H -5.6014 -1.6421 0.2293 -0.016 0.071 0.080 0.00
H -4.9810 1.6890 0.8926 -0.002 0.042 -0.021 0.00
H -1.7008 -3.2291 -3.2184 0.074 -0.115 -0.044 0.00
H -1.0004 -2.8328 2.2726 -0.023 0.156 0.091 0.00
H 1.6249 1.4337 -4.6810 -0.035 0.070 -0.079 0.00
H 5.0659 2.0098 3.7098 -0.030 -0.017 0.079 0.00
H -5.8609 -3.0048 2.2197 -0.080 -0.006 -0.025 0.00
H -1.6895 -2.2860 3.8224 0.070 0.068 -0.078 0.00
H -2.0727 3.1597 -0.1471 0.018 0.001 0.052 0.01
H 2.8333 3.6588 0.5229 0.088 0.042 -0.060 0.00
H 7.0898 1.7138 2.3382 0.045 0.036 0.011 0.00
H 6.8970 0.9819 -0.0080 0.046 -0.034 -0.025 0.00
H 4.6905 0.4713 -0.9715 0.012 0.021 -0.035 0.00
H -0.2236 -3.8862 -3.4880 -0.014 0.142 -0.027 0.00
H -1.0865 -3.7598 -0.9985 0.140 0.271 -0.072 0.00
H -0.8434 -1.1266 2.7704 -0.226 -0.308 0.162 0.01
H -1.0535 5.3828 0.0516 -0.040 0.121 -0.002 0.00
H -6.2650 -0.5664 1.4713 0.117 -0.058 -0.076 0.00
H -5.1194 0.6883 -0.5670 -0.027 -0.030 -0.002 0.00
H 0.5896 -3.4050 -1.4139 -0.125 0.157 0.019 0.00
H -3.5322 1.3118 -0.0677 -0.177 0.059 0.008 0.00
H 2.8804 -1.7031 -1.0884 0.079 -0.077 -0.025 0.00
H 2.8393 1.4768 2.7630 0.077 0.028 0.005 0.01
H -3.4710 -3.5366 2.7709 -0.011 0.066 -0.105 0.00
H 3.0850 -2.3914 -3.4619 0.018 -0.080 -0.023 0.00
H 1.4433 2.1305 -2.3265 -0.034 0.031 0.007 0.00
H 2.4222 -0.8294 -5.2505 0.028 -0.004 -0.103 0.00
H -0.6888 -1.1432 -2.9240 0.076 -0.197 0.098 0.00
H -3.6638 -3.2501 1.0271 0.003 -0.067 0.106 0.00
```
Positions in Å, forces in eV/Å.

Computed properties:
* 2S+1: 4
* net charge: +1
* largest force on an atom: 3.9 eV/A
* HOMO level (alpha / beta): -9.83 / -10.65 eV
* relative energy (zero: lowest compared OMol25 entry of this formula, charge and spin): 97.78 kJ/mol

=====

Among the records above, which one has the lowest largest force on an atom?
C26H31N3O3

=====

What is the formula in the second record?
C26H31N3O3PV

=====

The highest relative energy (zero: lowest compared OMol25 entry of this formula, charge and spin) belongs to which entry?
C26H31N3O3

=====

Which formula does entry 2 have?
C26H31N3O3PV